(1)
Entry from the OMol25 dataset: a molecular structure, C26H17BrF6N3O7ReS2 (wB97M-V/def2-TZVPD).

```
63
C26H17BrF6N3O7ReS2 (wB97M-V/def2-TZVPD)
Re 0.242 -0.140 0.066
Br -1.810 -1.933 6.921
S 1.006 2.330 2.366
S 1.027 3.028 -0.286
F -1.048 4.618 -0.038
F -1.560 2.669 1.954
F -0.685 4.010 3.416
F -0.453 4.170 -2.070
F 0.730 5.534 -0.867
F -1.040 1.930 3.919
O 0.386 -1.958 -0.936
O 2.176 0.113 -0.446
O 0.557 -1.498 1.406
O 0.852 0.960 1.860
O 0.031 1.910 -0.415
O 1.860 2.497 3.480
O 2.158 2.998 -1.138
N -1.801 -0.201 0.705
N -0.874 0.046 -1.746
N 1.299 3.351 1.212
C 1.034 -3.821 -2.142
C -2.399 0.769 -3.938
C -4.027 0.622 -0.058
C -1.869 -1.307 4.158
C -2.199 -0.653 1.842
C -4.841 1.026 -1.137
C 5.027 -2.349 -2.131
C -0.329 0.124 -2.942
C 0.002 -1.531 2.628
C -1.088 -1.771 5.187
C 3.736 -2.785 -2.091
C -1.330 -1.157 2.870
C -3.004 0.720 -2.661
C 3.030 -0.715 -0.993
C 0.238 -2.126 4.947
C -1.075 0.462 -4.080
C -0.684 2.774 2.957
C -4.354 1.061 -2.413
C 5.335 -1.080 -1.608
C -2.729 0.247 -0.274
C 2.701 -1.991 -1.526
C -0.015 4.446 -0.846
C 1.370 -2.511 -1.493
C 0.774 -2.015 3.679
C 4.370 -0.282 -1.057
C -2.199 0.330 -1.580
H -0.042 -3.960 -2.130
H 4.600 0.695 -0.655
H -0.582 0.502 -5.040
H -4.444 0.628 0.940
H 0.848 -2.496 5.760
H -5.865 1.311 -0.941
H 1.409 -3.859 -3.164
H 6.358 -0.727 -1.644
H 1.500 -4.640 -1.592
H -4.983 1.364 -3.240
H -2.995 1.061 -4.794
H 5.806 -2.966 -2.554
H 0.736 -0.066 -3.003
H -2.902 -1.036 4.341
H 1.798 -2.298 3.481
H -3.265 -0.675 2.056
H 3.495 -3.761 -2.486
```

Summary:
- charge = +1
- energy relative to the best compared isomer or geometry (same formula, charge and spin) (kcal per mole) = 10.0
- HOMO-LUMO gap (spin up / spin down) (eV) = 6.73 / 6.57
- multiplicity = 2

---

(2)
Entry from the OMol25 dataset: a molecular structure, C26H17Cl5N6O6S2W (wB97M-V/def2-TZVPD).

```
63
C26H17Cl5N6O6S2W (wB97M-V/def2-TZVPD)
W 1.140 -0.038 -0.084
Cl -4.771 0.883 -3.455
Cl -3.555 3.095 -5.284
Cl 1.117 2.706 -2.601
Cl -3.008 -0.409 -1.198
Cl -0.608 4.008 -4.853
S 2.539 -1.205 1.633
S 1.734 2.069 0.955
O 2.934 0.348 -0.870
O -3.588 -1.547 7.087
O -0.052 0.121 1.513
O -5.290 -0.452 6.350
O -0.353 0.651 -1.071
O -1.410 1.880 1.123
N 0.281 -2.657 1.379
N -4.143 -0.834 6.277
N 1.387 -2.867 3.354
N 3.718 1.402 -0.595
N 1.125 -1.106 -2.066
N 0.350 -2.044 0.172
C 5.362 3.474 -0.038
C -0.273 -2.570 -0.829
C 3.283 2.317 0.290
C -3.154 1.395 -3.226
C -2.030 -0.789 5.019
C -1.058 1.224 -2.026
C 4.141 3.390 0.578
C -3.196 0.858 3.095
C 1.624 -0.618 -3.202
C 4.923 1.447 -1.212
C -3.948 0.441 4.180
C 1.291 -2.313 2.138
C -1.878 0.438 2.960
C 5.764 2.486 -0.952
C -2.607 2.386 -4.046
C -2.382 0.821 -2.227
C -1.181 -3.740 -0.697
C -1.293 -0.381 3.920
C -0.519 2.213 -2.848
C 0.120 -2.011 -2.125
C 0.103 -1.904 -4.508
C 1.155 -1.007 -4.443
C -0.423 -2.415 -3.332
C -1.109 0.907 1.765
C -1.289 2.794 -3.852
C -3.346 -0.377 5.118
H 3.807 4.132 1.287
H -0.305 -2.207 -5.462
H 5.126 0.622 -1.877
H -1.241 -3.119 -3.353
H 2.409 0.115 -3.102
H 2.182 -2.684 3.938
H -4.978 0.737 4.310
H -0.617 -4.670 -0.810
H 6.723 2.528 -1.445
H -3.621 1.510 2.345
H 0.732 -3.586 3.615
H -1.607 -1.413 5.792
H -0.265 -0.690 3.808
H 1.602 -0.592 -5.335
H -1.631 -3.744 0.291
H -1.960 -3.715 -1.455
H 6.021 4.302 0.183
```

Summary:
- charge = +1
- energy relative to the best compared isomer or geometry (same formula, charge and spin) (kcal per mole) = 3.3
- HOMO-LUMO gap (spin up / spin down) (eV) = 6.46 / 6.68
- multiplicity = 2

---

(3)
Entry from the OMol25 dataset: a molecular structure, C26H17N5O5SeW (wB97M-V/def2-TZVPD).

```
55
C26H17N5O5SeW (wB97M-V/def2-TZVPD)
W 1.223 -0.768 0.161
Se 5.780 -1.712 1.676
O -0.474 -4.353 -1.199
O 0.338 -0.058 4.200
O 1.301 -0.076 2.171
O 0.708 -2.462 -0.951
O -2.124 -4.685 3.732
N -4.604 1.744 -4.254
N 1.964 1.322 0.249
N 3.121 -1.575 0.444
N -0.579 0.514 0.158
N 0.108 -2.162 1.438
C -1.895 -0.375 -3.529
C 2.748 3.917 0.681
C -2.933 0.864 0.183
C -0.850 -2.656 3.540
C -0.033 1.522 -2.767
C -2.733 2.176 0.571
C -2.230 0.978 -3.568
C 3.256 1.641 0.231
C 3.692 2.936 0.445
C 1.405 3.577 0.699
C -0.104 -1.852 2.714
C -3.549 1.392 -3.960
C 0.552 -0.554 3.119
C -1.162 -4.145 1.666
C -1.277 1.930 -3.205
C -0.648 -0.774 -3.079
C 4.177 -1.651 0.952
C 1.566 -0.239 -1.991
C 0.297 0.164 -2.646
C -1.824 0.060 0.006
C -1.385 -3.829 3.007
C -0.064 -3.428 -0.541
C -1.440 2.651 0.724
C 1.037 2.260 0.489
C -0.405 -3.276 0.921
C -0.375 1.805 0.471
H -3.576 2.831 0.746
H -2.197 -4.380 4.643
H -1.561 -5.044 1.218
H 0.660 4.337 0.878
H 4.750 3.152 0.431
H -0.993 -2.358 4.572
H 2.303 0.558 -2.086
H 1.987 -1.155 -2.399
H -1.522 2.982 -3.270
H -2.621 -1.113 -3.843
H 3.949 0.830 0.054
H -3.923 0.461 0.027
H -0.404 -1.827 -3.037
H 0.706 2.268 -2.493
H 3.048 4.942 0.853
H -1.274 3.674 1.024
H -1.920 -0.981 -0.275
```

Summary:
- energy relative to the best compared isomer or geometry (same formula, charge and spin) (kcal per mole) = 0.0
- HOMO-LUMO gap (spin up / spin down) (eV) = 6.13 / 6.51
- multiplicity = 3

---

(4)
Entry from the OMol25 dataset: 5 unconnected molecules or ions with the total composition C26H18BFIN2O12 in a non-equilibrium geometry (wB97M-V/def2-TZVPD).

```
61
C26H18BFIN2O12 (wB97M-V/def2-TZVPD)
I 4.515 3.194 2.904
F 6.687 1.193 0.601
O 4.942 0.139 -0.223
O -2.023 0.168 3.543
O -5.741 -5.966 -0.378
O 2.916 3.247 0.252
O 1.070 0.801 -2.727
O -1.554 -0.950 -1.404
O 4.735 -2.786 -1.402
O 6.380 4.294 -0.213
O 2.688 1.825 5.276
O 1.007 3.416 1.161
O -4.792 2.890 0.249
O -4.127 -2.339 -3.882
N 5.354 2.351 -0.834
N 1.734 3.933 0.390
C 0.341 1.819 5.625
C 1.909 -0.018 -2.418
C -0.949 0.548 3.973
C -2.305 -0.071 -1.029
C -3.873 1.722 -1.578
C -5.366 -5.135 -1.177
C 3.359 0.293 -2.506
C 5.563 1.141 -0.166
C -5.541 -4.161 -3.423
C 2.448 -2.264 -1.596
C 4.280 -0.605 -2.170
C 1.522 -1.370 -1.931
C -3.898 -3.240 -1.715
C -2.480 0.205 0.411
C 0.300 0.179 3.274
C 1.483 0.591 3.711
C 3.897 -1.959 -1.695
C -3.058 0.759 -2.000
C -3.286 1.173 0.835
C -4.311 -4.148 -0.835
C 1.600 1.443 4.922
C -5.949 -5.070 -2.543
C -0.843 1.397 5.186
C -4.051 2.008 -0.128
C 5.394 3.613 -0.072
C -4.486 -3.173 -3.078
B 4.084 3.981 0.788
H -5.951 -4.089 -4.423
H 0.453 2.450 6.498
H -3.130 -2.512 -1.492
H 3.902 5.165 0.839
H 5.341 -0.401 -2.218
H -3.414 1.391 1.887
H 3.611 1.288 -2.849
H 2.197 -3.255 -1.236
H -1.917 -0.413 1.097
H -6.716 -5.800 -2.766
H -1.775 1.655 5.672
H -4.438 2.347 -2.258
H -2.902 0.528 -3.045
H -3.903 -4.216 0.166
H 2.415 0.357 3.210
H 0.190 -0.431 2.387
H 0.459 -1.557 -1.850
H 5.982 2.442 -1.627
```

Summary:
- charge = -1
- HOMO-LUMO gap (eV) = 5.39

---

(5)
Entry from the OMol25 dataset: a molecular structure, C26H18BrCl3IrO8PSSi (wB97M-V/def2-TZVPD).

```
60
C26H18BrCl3IrO8PSSi (wB97M-V/def2-TZVPD)
Ir 0.398 -0.317 1.106
Br -0.204 3.100 4.038
Cl -2.008 1.150 -1.223
Cl 2.508 0.524 1.443
Cl 0.441 3.122 -0.320
S -1.569 -0.700 2.964
P 1.000 -0.870 -1.033
Si -0.751 1.573 0.348
O -1.566 2.324 1.570
O -3.775 2.151 1.246
O 0.476 -2.431 1.166
O -0.102 -0.237 3.095
O 1.721 -4.120 1.864
O -2.459 0.316 3.454
O -1.599 -0.709 1.381
O -1.780 -2.018 3.466
C 4.638 -2.587 -1.812
C -1.903 -3.627 -3.281
C -1.401 -2.267 -1.358
C 2.924 2.248 -2.824
C 2.603 1.200 -1.980
C 2.093 2.566 -3.890
C -0.177 -1.929 -1.921
C 1.560 -3.152 1.148
C -4.712 4.122 4.725
C -2.408 4.125 5.383
C -3.029 3.154 3.262
C 2.495 -1.910 -0.924
C 3.494 -1.810 -1.891
C -2.848 2.462 1.940
C 2.635 -2.839 0.114
C -2.051 3.485 4.201
C -4.354 3.483 3.554
C -2.262 -3.115 -2.045
C 0.188 -2.456 -3.161
C 0.943 1.826 -4.113
C 0.623 0.766 -3.276
C 4.795 -3.477 -0.761
C -3.727 4.446 5.647
C 3.793 -3.605 0.185
C -0.674 -3.298 -3.842
C 1.451 0.444 -2.205
H 3.816 2.831 -2.634
H 0.284 2.075 -4.935
H 5.692 -4.080 -0.684
H 3.869 -4.313 0.999
H -3.981 4.941 6.575
H 3.236 0.976 -1.133
H -0.386 -3.704 -4.803
H 5.405 -2.489 -2.570
H 3.388 -1.111 -2.709
H -5.749 4.358 4.919
H -0.283 0.203 -3.451
H -1.682 -1.885 -0.386
H -3.213 -3.377 -1.601
H 1.150 -2.208 -3.594
H -1.634 4.363 6.099
H -2.578 -4.288 -3.810
H 2.340 3.395 -4.542
H -5.099 3.205 2.822
```

Summary:
- charge = -1
- energy relative to the best compared isomer or geometry (same formula, charge and spin) (kcal per mole) = 0.0
- HOMO-LUMO gap (spin up / spin down) (eV) = 8.78 / 6.99
- multiplicity = 2

---

(6)
Entry from the OMol25 dataset: a molecular structure, C26H18BrHfN4O8P2S2 (wB97M-V/def2-TZVPD).

```
62
C26H18BrHfN4O8P2S2 (wB97M-V/def2-TZVPD)
Hf 0.109 0.250 -0.380
Br 2.055 6.850 2.944
S 1.838 -1.108 2.831
S -0.823 -3.630 -3.058
P -1.415 2.494 -2.010
P 0.459 1.183 -3.693
O 1.186 2.147 -4.529
O -1.568 1.338 -0.982
O -1.044 1.728 -3.387
O 0.193 -0.201 -4.446
O -2.512 3.446 -2.145
O -0.054 3.235 -1.558
O 1.659 1.416 0.421
O 1.022 0.842 -2.305
N -0.833 -1.373 1.060
N -0.768 1.168 1.581
N 1.666 -1.425 -0.836
N 2.379 -3.614 1.653
C 0.677 3.097 1.783
C 1.349 -2.358 -1.762
C 2.949 -1.259 -0.492
C -2.225 -1.666 -2.196
C 2.962 4.634 1.380
C 1.911 5.125 2.163
C 0.792 4.368 2.371
C -0.495 2.323 2.075
C -4.116 0.225 2.989
C -1.948 0.503 1.981
C 3.643 -3.012 -1.934
C 1.726 2.585 0.985
C -0.673 -2.676 0.984
C 2.873 3.388 0.815
C -0.908 -1.402 -1.712
C 3.967 -2.026 -1.016
C -2.720 -3.124 2.135
C 2.162 -2.573 2.135
C -2.325 -2.817 -2.920
C -1.583 -3.588 1.545
C -3.062 1.055 2.553
C -1.903 -0.896 1.756
C -4.039 -1.133 2.877
C -0.057 -2.391 -2.116
C 2.327 -3.180 -2.312
C -2.913 -1.730 2.261
H 4.413 -3.646 -2.354
H -3.152 2.126 2.672
H -4.833 -1.768 3.248
H -0.018 4.745 2.984
H -4.991 0.679 3.436
H -1.376 -4.645 1.461
H 3.843 5.242 1.225
H 0.329 -0.066 -5.391
H 0.721 2.768 -1.912
H -3.069 -1.010 -2.025
H 4.983 -1.868 -0.684
H 3.676 2.991 0.207
H -1.163 2.743 2.828
H 0.205 -3.038 0.472
H -3.468 -3.803 2.525
H -3.201 -3.235 -3.393
H 2.039 -3.925 -3.041
H 3.143 -0.503 0.256
```

Summary:
- charge = -1
- energy relative to the best compared isomer or geometry (same formula, charge and spin) (kcal per mole) = 10.7
- HOMO-LUMO gap (eV) = 6.20

---

(7)
Entry from the OMol25 dataset: a molecular structure, C26H18BrN3O5SeTi in a non-equilibrium geometry (wB97M-V/def2-TZVPD).

```
55
C26H18BrN3O5SeTi (wB97M-V/def2-TZVPD)
Br -5.886 0.081 -5.595
Se -2.115 -3.021 -0.990
Ti -0.742 0.663 0.611
O -0.709 1.028 -1.327
O 1.965 0.997 3.438
O 1.236 0.383 0.071
O 0.109 0.557 2.260
O -2.277 2.044 -0.255
N -2.674 -0.111 1.529
N -1.670 -1.511 -0.126
N -3.670 -3.180 -0.166
C -2.505 0.297 -3.352
C -3.541 -0.035 -4.239
C 3.305 1.283 0.734
C -4.916 -1.787 1.442
C 3.361 2.594 1.154
C -4.673 0.718 -4.382
C 1.439 0.640 2.413
C 3.761 -3.678 1.784
C -2.759 1.334 -2.485
C 2.094 -2.192 0.892
C 2.748 -1.106 1.379
C 3.956 -1.295 2.015
C -4.889 1.789 -3.589
C 5.246 3.003 -0.228
C 4.450 -2.559 2.291
C -3.957 2.022 -2.533
C 2.253 0.339 1.147
C 2.596 -3.471 1.053
C -1.882 1.536 -1.348
C 4.326 3.475 0.681
C -2.646 -1.271 0.762
C -3.724 0.139 2.223
C -3.789 -2.119 0.670
C -4.919 -0.684 2.191
C 4.280 0.802 -0.140
C 5.254 1.673 -0.624
H -5.807 -2.401 1.364
H 5.442 -2.613 2.801
H 1.139 -2.054 0.417
H -5.812 2.337 -3.735
H 5.967 1.450 -1.410
H 5.950 3.724 -0.546
H 4.183 -0.189 -0.515
H 4.190 -4.626 1.939
H -1.539 -0.253 -3.313
H -5.846 -0.352 2.649
H -3.484 -0.825 -4.959
H 4.288 4.509 0.999
H -4.087 2.744 -1.763
H -3.711 0.986 2.863
H 2.587 2.947 1.788
H 1.537 -0.081 -0.706
H 2.033 -4.253 0.551
H 4.533 -0.425 2.215
```

Summary:
- charge = +1
- energy relative to the best compared isomer or geometry (same formula, charge and spin) (kcal per mole) = 0.0
- HOMO-LUMO gap (spin up / spin down) (eV) = 6.70 / 6.73
- multiplicity = 2

---

(8)
Entry from the OMol25 dataset: a molecular structure, C26H18Cl2N6O2RhSe (wB97M-V/def2-TZVPD).

```
56
C26H18Cl2N6O2RhSe (wB97M-V/def2-TZVPD)
Rh 0.792 -0.341 -1.231
Se 2.235 -1.237 0.462
Cl -0.788 4.183 3.563
Cl -3.141 2.061 3.750
O 2.481 3.180 -0.184
O -2.587 -1.783 0.475
N 1.055 1.369 -0.348
N -0.830 -0.413 -0.147
N 0.494 -2.999 1.971
N 2.537 0.285 -2.251
N 0.000 -2.189 -1.936
N 1.603 -4.049 0.429
C 2.138 2.122 -0.667
C -0.928 -6.347 2.676
C -0.855 2.832 2.495
C 0.116 -4.337 2.039
C 4.067 2.117 -2.271
C 0.420 -3.025 -2.886
C 0.022 -1.981 2.905
C 4.786 1.514 -3.292
C -0.784 -4.991 2.874
C 0.699 -6.385 0.866
C 1.379 -2.847 0.981
C -0.925 0.662 0.762
C 4.362 0.288 -3.778
C -1.602 -1.517 -0.194
C -1.886 1.903 2.576
C -0.196 -7.033 1.692
C -1.924 0.819 1.710
C -1.126 -2.491 -1.259
C 3.233 -0.293 -3.228
C -0.256 -4.192 -3.201
C 0.112 1.616 0.666
C -1.408 -4.506 -2.500
C 0.143 2.692 1.540
C -1.847 -3.642 -1.508
C 2.949 1.476 -1.777
C 0.831 -5.014 1.058
H 4.338 3.072 -1.844
H 1.322 -2.744 -3.411
H 0.115 -4.827 -3.993
H -2.735 0.110 1.772
H -1.064 -1.955 2.881
H 2.876 -1.251 -3.578
H 1.267 -6.916 0.115
H -1.960 -5.409 -2.725
H 4.890 -0.218 -4.572
H -1.343 -4.463 3.634
H 0.931 3.425 1.473
H 0.408 -1.016 2.595
H -2.740 -3.821 -0.926
H 2.267 -4.188 -0.316
H -0.335 -8.100 1.584
H -1.618 -6.902 3.297
H 0.383 -2.223 3.903
H 5.664 1.995 -3.702
```

Summary:
- charge = +1
- HOMO-LUMO gap (spin up / spin down) (eV) = 5.74 / 5.74